# 1
Below is one molecule with the formula C7H10Cl2N2O3, with properties calculated with the ωB97M-V functional and the def2-TZVPD basis.

Cartesian coordinates (Å):
C (0.4582, -2.1183, -0.3304)
C (2.3354, 1.1569, -0.3643)
C (1.5446, 0.1594, 0.0308)
C (-1.4990, -0.5004, -0.7162)
C (-2.6790, -0.1773, 0.0079)
C (-0.8926, 0.1769, -1.6841)
C (0.8101, -0.0730, 2.2593)
N (1.5308, -1.1302, -0.4977)
N (-0.8397, -1.7901, -0.4106)
O (0.8077, -3.2321, -0.0178)
O (3.3058, 1.1169, -1.3047)
O (0.5350, 0.5375, 0.9299)
Cl (3.1035, -1.9297, -0.2505)
Cl (-1.8585, -3.1499, -0.1439)
H (2.2822, 2.1329, 0.1779)
H (-3.5762, -0.6030, -0.5059)
H (-2.7454, 0.8402, -0.1944)
H (-2.8115, -0.1438, 1.0703)
H (3.5135, 0.1521, -1.5685)
H (-1.1521, 1.1265, -1.9598)
H (0.1211, -0.0989, -2.1428)
H (0.1965, -0.9765, 2.3116)
H (0.3998, 0.6791, 3.0228)
H (1.7834, -0.2427, 2.3831)

Forces on atoms 1 to 3 (eV/Å):
C 1.6570 -0.3256 1.1992
C 3.1294 2.6112 -0.6783
C -4.4269 -3.8047 -0.0798

The expectation value of S² is 2.02. The value obtained for the energy relative to the best compared isomer or geometry (same formula, charge and spin) is 84.7 kJ/mol. Its HOMO-LUMO gap (alpha / beta) is 6.17 / 6.50 eV. Its spin multiplicity is 3. The total energy is -41580.521 eV. The LUMO energy (alpha / beta) is 0.500 / -2.645 eV.

# 2
Below is C16H23AsN9NaOS as an isolated structure, with properties calculated with the ωB97M-V functional and the def2-TZVPD basis.

Cartesian coordinates (Å):
Na (0.7641, -0.5920, 0.4081)
N (4.9143, -0.7528, 0.6845)
C (4.9447, 0.3276, 1.5401)
C (3.7128, 0.3726, 2.1124)
N (2.9234, -0.6405, 1.6273)
C (3.6716, -1.2881, 0.7642)
C (3.1671, -2.4145, -0.0103)
N (1.8825, -2.6836, -0.1281)
C (1.8171, -3.8029, -0.9185)
C (3.0627, -4.2046, -1.2836)
N (3.9211, -3.3047, -0.6991)
H (5.6121, -0.9674, -0.0062)
H (5.8099, 0.9574, 1.6440)
H (3.3438, 1.0889, 2.8263)
H (0.8782, -4.2574, -1.1872)
H (3.4139, -5.0221, -1.8870)
H (4.9240, -3.3417, -0.7358)
S (-1.5748, 0.9337, -1.9889)
C (-2.3074, 2.1790, -1.1101)
N (-1.8578, 2.5554, 0.0910)
C (-2.3418, 3.7353, 0.7942)
C (-3.7996, 3.9931, 0.4507)
C (-3.9605, 4.0158, -1.0581)
N (-3.4020, 2.7944, -1.6080)
H (-0.9327, 2.1933, 0.3538)
H (-1.7250, 4.6042, 0.5387)
H (-2.2211, 3.5614, 1.8633)
H (-4.1298, 4.9366, 0.8846)
H (-4.4172, 3.1963, 0.8713)
H (-3.4502, 4.8939, -1.4726)
H (-5.0087, 4.0809, -1.3494)
H (-3.6901, 2.4596, -2.5109)
O (0.7826, 1.5566, 0.6120)
N (1.6257, 2.5116, 0.4472)
C (2.5216, 2.2879, -0.4833)
C (2.5040, 1.0757, -1.2403)
N (2.5468, 0.0953, -1.8435)
C (3.5681, 3.2339, -0.6669)
N (4.4364, 3.9727, -0.8235)
C (-1.6655, -3.7350, 1.4138)
As (-1.7418, -1.9881, 0.5254)
C (-3.5776, -1.4967, 0.9541)
C (-2.0295, -2.6145, -1.3067)
H (-2.4227, -4.4085, 1.0118)
H (-1.8319, -3.6009, 2.4824)
H (-0.6749, -4.1654, 1.2713)
H (-4.2571, -2.3312, 0.7792)
H (-3.8610, -0.6576, 0.3193)
H (-3.6413, -1.1858, 1.9957)
H (-2.7291, -3.4508, -1.3129)
H (-1.0817, -2.9256, -1.7457)
H (-2.4157, -1.7809, -1.8899)

Forces on atoms 1 to 3 (eV/Å):
Na -0.0208 -0.0966 -0.1133
N 0.0105 0.0639 -0.0526
C 0.0627 -0.0479 -0.0729

The value obtained for the energy relative to the best compared isomer or geometry (same formula, charge and spin) is 30.1 kJ/mol. Its HOMO-LUMO gap is 7.68 eV. The total energy is -108514.305 eV. The LUMO energy is -0.023 eV.

# 3
Below is C31H28BrIN4OsS3 as an isolated structure, with properties calculated with the ωB97M-V functional and the def2-TZVPD basis.

Cartesian coordinates (Å):
Os (-0.6458, 0.7665, -1.9620)
C (-2.5034, -3.9466, -3.8034)
S (-2.6447, -2.4949, -4.8704)
C (-2.0408, -1.2050, -3.8837)
S (-1.3080, -1.4486, -2.2875)
N (-2.1549, -0.0040, -4.3570)
N (-1.6316, 0.9828, -3.6665)
C (-1.7611, 2.2477, -4.1276)
C (-1.3361, 3.2642, -3.2641)
C (-1.3147, 4.6371, -3.5961)
C (-0.8591, 5.5509, -2.6788)
C (-0.4315, 5.1022, -1.4210)
C (-0.4755, 3.7528, -1.1438)
N (-0.9021, 2.8397, -2.0219)
H (-2.8815, -4.7782, -4.3899)
H (-3.1088, -3.8160, -2.9109)
H (-1.4646, -4.1202, -3.5416)
H (-2.1875, 2.4166, -5.1060)
H (-1.6474, 4.9459, -4.5736)
H (-0.8325, 6.6054, -2.9103)
H (-0.0788, 5.7954, -0.6743)
H (-0.1709, 3.3844, -0.1716)
C (-4.3692, 0.0190, 3.4018)
C (-3.5614, -1.1252, 2.7667)
C (-3.5613, -2.3300, 3.7158)
C (-4.2236, -1.5542, 1.4533)
C (-2.1609, -0.5924, 2.5417)
C (-1.2724, -0.4509, 3.6224)
C (0.0129, 0.0386, 3.4827)
C (0.4533, 0.3773, 2.2141)
S (2.0171, 0.9268, 1.6663)
C (1.4196, 0.9562, 0.0459)
N (0.1398, 0.6259, -0.0742)
C (-0.4255, 0.2779, 1.1219)
C (-1.7332, -0.1696, 1.2919)
C (2.1574, 1.1152, -1.1797)
C (3.5168, 1.3985, -1.2853)
C (4.1280, 1.3137, -2.5223)
C (3.4011, 0.9408, -3.6436)
C (2.0300, 0.7122, -3.5560)
C (1.3979, 0.8213, -2.3356)
H (-5.3883, -0.3090, 3.5765)
H (-4.3911, 0.8861, 2.7457)
H (-3.9350, 0.3143, 4.3523)
H (-4.5634, -2.7434, 3.7733)
H (-3.2735, -2.0530, 4.7240)
H (-2.8940, -3.1099, 3.3583)
H (-5.1618, -2.0581, 1.6657)
H (-3.5920, -2.2490, 0.9034)
H (-4.4577, -0.7025, 0.8195)
H (-1.6016, -0.7373, 4.6064)
H (0.6644, 0.1503, 4.3352)
H (-2.3817, -0.1910, 0.4281)
H (4.0818, 1.6600, -0.4064)
H (5.1837, 1.5068, -2.6043)
H (3.8967, 0.8246, -4.5946)
H (1.4829, 0.4370, -4.4465)
Br (5.9982, -0.6377, 0.0092)
C (5.3898, -1.4970, 1.5860)
C (6.1258, -1.3685, 2.7564)
C (5.7154, -2.0162, 3.9053)
C (4.5690, -2.8013, 3.8898)
C (3.8212, -2.9155, 2.7327)
C (4.2188, -2.2547, 1.5820)
I (3.0082, -2.3900, -0.1386)
H (7.0242, -0.7718, 2.7633)
H (6.2951, -1.9183, 4.8087)
H (4.2581, -3.3222, 4.7803)
H (2.9214, -3.5118, 2.7225)

Forces on atoms 1 to 3 (eV/Å):
Os -0.2544 -0.8901 -2.1384
C 0.0981 0.4019 0.0988
S -0.0727 -0.0724 -0.1283

The charge is +2. The expectation value of S² is 6.05. Its HOMO-LUMO gap (alpha / beta) is 5.65 / 2.44 eV. Its spin multiplicity is 5. The total energy is -151661.814 eV. The LUMO energy (alpha / beta) is -5.865 / -10.290 eV.

# 4
Below is a 2-piece molecular cluster, C17H40N2O5PSi overall, with properties calculated with the ωB97M-V functional and the def2-TZVPD basis.

Cartesian coordinates (Å):
C (0.9375, -2.1157, 2.7828)
C (1.3916, -2.7363, 1.4654)
O (1.2337, -3.9357, 1.1616)
O (1.9767, -1.8121, 0.5871)
C (2.9016, -2.3605, -0.3727)
C (3.0788, -1.3967, -1.5721)
C (3.7825, -0.0341, -1.2550)
C (2.9777, 1.2553, -1.6032)
C (2.8387, 2.2525, -0.4132)
C (1.5921, 3.1621, -0.5092)
C (0.3990, 2.5721, 0.2876)
C (-0.9504, 3.2022, -0.0630)
N (-1.9370, 2.2523, -0.7288)
C (-2.7129, 1.4886, 0.3256)
C (-2.7469, -0.0450, 0.2656)
O (-3.6292, -0.4593, -0.7827)
Si (-3.6765, -2.0824, -1.2317)
C (-5.1569, -2.3745, -2.3441)
C (-2.0702, -2.5682, -2.0789)
C (-3.8480, -3.1863, 0.2780)
P (-1.1601, 1.3038, -2.0546)
N (-0.5832, 2.3114, -3.1119)
H (1.7811, -1.7874, 3.4187)
H (0.3111, -1.2217, 2.5675)
H (0.3027, -2.8629, 3.3068)
H (3.8921, -2.5083, 0.1241)
H (2.5258, -3.3277, -0.7422)
H (2.0527, -1.2260, -1.9854)
H (3.6362, -1.9631, -2.3431)
H (4.0472, -0.0293, -0.1727)
H (4.7360, -0.0369, -1.8324)
H (1.9913, 0.9977, -2.0519)
H (3.5436, 1.7909, -2.3953)
H (2.7825, 1.6935, 0.5481)
H (3.7514, 2.8895, -0.3908)
H (1.8663, 4.1404, -0.0462)
H (1.3347, 3.3680, -1.5718)
H (0.6135, 2.8596, 1.3389)
H (0.3986, 1.4601, 0.2771)
H (-0.7811, 4.0351, -0.7848)
H (-1.4568, 3.6098, 0.8376)
H (-2.6196, 2.8557, -1.2072)
H (-2.3674, 1.8005, 1.3351)
H (-3.7731, 1.8200, 0.2337)
H (-1.7451, -0.5298, 0.2097)
H (-3.1753, -0.3461, 1.2511)
H (-5.8190, -3.1401, -1.8781)
H (-4.8409, -2.7711, -3.3310)
H (-5.7526, -1.4526, -2.4803)
H (-2.1311, -3.6417, -2.3699)
H (-1.8477, -1.9722, -2.9858)
H (-1.2332, -2.4701, -1.3556)
H (-4.8283, -3.0285, 0.7750)
H (-3.0171, -3.0673, 1.0076)
H (-3.8154, -4.2353, -0.1050)
H (-0.2301, 0.4844, -1.3908)
H (-2.1757, 0.4664, -2.5462)
H (-1.0256, 2.1884, -4.0202)
O (2.1234, 2.8983, 3.0038)
C (2.3837, 1.5965, 3.2410)
C (2.2341, 1.0335, 4.7153)
O (2.4839, -0.2855, 4.8233)
H (3.4145, 1.2690, 2.9392)
H (1.7084, 0.9077, 2.6654)
H (1.1910, 1.3430, 5.0055)
H (2.8905, 1.7024, 5.3294)

Forces on atoms 1 to 3 (eV/Å):
C -0.7726 -0.4720 -0.9308
C -0.3852 -1.5016 -0.4382
O 0.6907 2.8719 0.4313

The charge is -1. Its HOMO-LUMO gap is 1.98 eV. The total energy is -48657.096 eV. The LUMO energy is 1.163 eV.

# 5
Below is C33H53NOPSbSi3Zn as an isolated structure, with properties calculated with the ωB97M-V functional and the def2-TZVPD basis.

Cartesian coordinates (Å):
Zn (-0.0817, -0.6497, 0.2404)
O (-1.4515, 1.0580, -2.0266)
N (-1.9492, 0.0138, -1.2483)
C (-2.8087, -0.6356, -1.9291)
C (-3.6831, -1.7263, -1.4688)
C (-4.7668, -1.9608, -2.3257)
C (-5.7510, -2.8787, -2.0186)
C (-5.6693, -3.5926, -0.8310)
C (-4.5926, -3.3894, 0.0098)
C (-3.5815, -2.4778, -0.2890)
P (-2.1500, -2.3473, 0.8439)
C (-1.4277, -4.0254, 0.7206)
C (-0.3408, -4.1957, -0.1297)
C (0.2402, -5.4451, -0.2931)
C (-0.2561, -6.5372, 0.3984)
C (-1.3417, -6.3792, 1.2502)
C (-1.9242, -5.1342, 1.4072)
C (-2.9352, -2.3470, 2.4857)
C (-2.2251, -2.8135, 3.5911)
C (-2.7118, -2.6219, 4.8735)
C (-3.9073, -1.9481, 5.0726)
C (-4.6140, -1.4677, 3.9803)
C (-4.1290, -1.6602, 2.6975)
H (-0.7212, 1.4230, -1.5032)
H (-2.9633, -0.3238, -2.9623)
H (-4.8328, -1.3940, -3.2451)
H (-6.5774, -3.0301, -2.6984)
H (-6.4335, -4.3097, -0.5666)
H (-4.5275, -3.9582, 0.9279)
H (0.0546, -3.3388, -0.6681)
H (1.0852, -5.5581, -0.9588)
H (0.2011, -7.5095, 0.2793)
H (-1.7342, -7.2285, 1.7927)
H (-2.7668, -5.0235, 2.0769)
H (-1.2820, -3.3274, 3.4509)
H (-2.1493, -2.9952, 5.7190)
H (-4.2822, -1.7907, 6.0741)
H (-5.5440, -0.9358, 4.1256)
H (-4.6845, -1.2684, 1.8551)
C (0.4891, 1.4416, 4.0877)
C (-0.2957, 1.1387, 2.8053)
C (-0.1827, 2.3418, 1.8696)
C (-1.7703, 0.9214, 3.1689)
C (0.2542, -0.1022, 2.1542)
H (0.0985, 2.3299, 4.5866)
H (1.5431, 1.6111, 3.8686)
H (0.4184, 0.6029, 4.7804)
H (-0.4870, 3.2672, 2.3651)
H (-0.8228, 2.2090, 0.9920)
H (0.8417, 2.4597, 1.5174)
H (-2.1869, 1.8276, 3.6151)
H (-1.8887, 0.1038, 3.8797)
H (-2.3608, 0.6828, 2.2823)
H (0.0907, -0.9518, 2.8329)
C (-0.0189, 4.6577, -1.6239)
Si (1.7496, 4.1835, -1.2113)
C (2.8882, 5.0956, -2.3904)
C (2.1462, 4.7617, 0.5351)
Sb (1.8330, 1.6282, -1.3932)
Si (4.0443, 1.1950, -0.2055)
C (5.3671, 2.4429, -0.6592)
C (4.6061, -0.5298, -0.6690)
C (3.7256, 1.2372, 1.6389)
Si (2.3923, 1.3091, -3.8593)
C (2.6774, -0.5274, -4.1036)
C (3.8745, 2.2317, -4.5418)
C (0.8462, 1.8249, -4.7825)
H (-0.1483, 5.7392, -1.5739)
H (-0.7125, 4.2064, -0.9159)
H (-0.3023, 4.3312, -2.6233)
H (2.6892, 6.1654, -2.2980)
H (2.7288, 4.8155, -3.4284)
H (3.9372, 4.9248, -2.1548)
H (2.6790, 5.7111, 0.4783)
H (2.7698, 4.0685, 1.0914)
H (1.2377, 4.9147, 1.1131)
H (5.5769, 2.4407, -1.7268)
H (6.2914, 2.2011, -0.1314)
H (5.0770, 3.4537, -0.3780)
H (4.8397, -0.6102, -1.7286)
H (3.8370, -1.2645, -0.4382)
H (5.5045, -0.7877, -0.1065)
H (3.5542, 2.2462, 2.0068)
H (4.5897, 0.8362, 2.1701)
H (2.8520, 0.6355, 1.8958)
H (3.6266, -0.8450, -3.6765)
H (2.6968, -0.7581, -5.1697)
H (1.8912, -1.1190, -3.6385)
H (4.7747, 2.0463, -3.9600)
H (3.7254, 3.3068, -4.5878)
H (4.0540, 1.8722, -5.5568)
H (-0.0203, 1.2792, -4.4148)
H (0.9485, 1.6398, -5.8515)
H (0.6456, 2.8872, -4.6462)

Forces on atoms 1 to 3 (eV/Å):
Zn -0.0580 -0.1678 0.1650
O -0.2593 0.0757 -0.0825
N 0.3714 0.1446 0.1902

Its HOMO-LUMO gap (alpha / beta) is 6.73 / 4.90 eV. The total energy is -126494.205 eV. The LUMO energy (alpha / beta) is -0.074 / 0.097 eV.

# 6
Below is one molecule with the formula C20H30ClN3O3, with properties calculated with the ωB97M-V functional and the def2-TZVPD basis.

Cartesian coordinates (Å):
C (2.2251, 0.6794, -3.6266)
C (1.6626, 0.8833, -2.2239)
C (0.4366, 0.0198, -1.9134)
C (-0.7351, 0.3602, -2.8320)
C (0.0318, 0.1741, -0.4387)
C (-1.2038, -0.6730, -0.0728)
C (-1.3464, -0.7782, 1.4345)
O (-0.8403, -1.7095, 2.0515)
N (-1.9657, 0.2618, 2.0288)
C (-2.2420, 0.3756, 3.4676)
C (-3.1951, -0.7251, 3.9054)
O (-4.4008, -0.5805, 3.1620)
C (-0.9407, 0.4050, 4.2782)
C (-0.3473, 1.7835, 3.9738)
C (-1.5603, 2.7188, 3.7439)
C (-1.6924, 3.7967, 4.8132)
C (-2.7890, 1.7832, 3.7156)
N (1.1127, -0.1807, 0.4723)
C (1.7879, 0.7556, 1.1804)
O (1.7329, 1.9494, 0.9342)
C (2.5974, 0.2389, 2.3339)
C (3.6903, 0.9887, 2.7569)
N (4.4545, 0.6482, 3.7898)
C (4.1421, -0.4573, 4.4585)
C (3.0613, -1.2560, 4.1151)
Cl (2.7010, -2.6658, 5.0555)
C (2.2699, -0.9155, 3.0337)
H (3.1646, 1.2195, -3.7455)
H (2.4246, -0.3778, -3.8186)
H (1.5460, 1.0358, -4.4015)
H (2.4426, 0.6584, -1.4948)
H (1.4024, 1.9350, -2.0705)
H (0.7095, -1.0329, -2.0671)
H (-1.0637, 1.3902, -2.6653)
H (-0.4487, 0.2698, -3.8787)
H (-1.5890, -0.2990, -2.6766)
H (-0.1770, 1.2305, -0.2479)
H (-2.0964, -0.2427, -0.5257)
H (-1.0868, -1.6902, -0.4509)
H (-2.4424, 0.9132, 1.4279)
H (-2.7352, -1.6998, 3.7275)
H (-3.3819, -0.6078, 4.9783)
H (-5.0141, -1.2703, 3.4281)
H (-1.2053, 0.3248, 5.3364)
H (-0.2819, -0.4260, 4.0373)
H (0.2901, 2.1405, 4.7845)
H (0.2731, 1.7431, 3.0788)
H (-1.4544, 3.2113, 2.7743)
H (-1.7570, 3.3423, 5.8056)
H (-0.8313, 4.4666, 4.8064)
H (-2.5903, 4.3997, 4.6634)
H (-3.5416, 2.0713, 2.9793)
H (-3.2891, 1.7861, 4.6878)
H (1.1487, -1.1373, 0.7876)
H (3.9401, 1.9027, 2.2331)
H (4.7667, -0.7222, 5.3032)
H (1.4050, -1.5194, 2.7816)

Forces on atoms 1 to 3 (eV/Å):
C -0.0049 -0.0081 0.0150
C -0.0085 -0.0253 -0.0071
C -0.0183 0.0433 0.0248

The value obtained for the energy relative to the best compared isomer or geometry (same formula, charge and spin) is 3.4 kJ/mol. Its HOMO-LUMO gap is 9.95 eV. The SMILES is CC[C@H](C)[C@@H](CC(=O)N[C@@]1(CO)CC[C@H](C)C1)NC(=O)c1cncc(Cl)c1. The total energy is -44364.169 eV. The LUMO energy is 0.451 eV.

Question: The highest total energy belongs to which entry?
Answer: C7H10Cl2N2O3